{"formula": "C2H3N3O", "method": "ωB97M-V/def2-TZVPD", "symbols": ["N", "C", "C", "O", "N", "N", "H", "H", "H"], "xyz": [[1.524, -0.110, -0.153], [0.187, -0.121, -0.072], [-0.691, 0.885, -0.112], [-1.964, 0.382, -0.115], [-1.862, -0.914, -0.043], [-0.604, -1.314, 0.013], [2.070, -1.085, -0.430], [1.923, 0.330, 0.704], [-0.584, 1.948, 0.206]], "forces_ev_per_angstrom": [[4.472, -2.231, 0.445], [-2.797, -2.490, -0.199], [-0.584, 2.340, 0.929], [1.288, 1.448, 0.507], [2.017, -3.406, 0.022], [-1.894, 2.664, -0.719], [-2.350, 3.406, 1.271], [0.050, -0.728, -1.204], [-0.201, -1.004, -1.052]], "lowdin_charge": [0.056, -0.455, -0.071, -0.036, -0.022, 0.098, 0.183, 0.106, 0.141], "total_energy_ev": -8637.483, "molar_mass_g_mol": 85.07, "e_above_lowest_kj_mol": 290.6, "max_force_ev_per_a": 5.02, "gap_ha": 0.37244}